No. 1
Formula: C28H42BCrF3N4O4S2Si2
Source: OMol25
Level of theory: ωB97M-V/def2-TZVPD

Geometry as ORCA input:
```
! RIJCOSX wB97M-V def2-TZVPD def2/J DEFGRID3
* xyz -1 4
Cr -0.089 0.474 0.678
C -1.712 3.498 3.479
Si -0.711 3.901 1.931
C -1.155 5.712 1.544
C 1.155 4.076 2.214
C -1.075 2.708 0.563
C -0.016 2.854 -0.447
C 0.113 3.851 -1.432
C 1.194 3.842 -2.280
C 2.161 2.842 -2.171
C 1.975 1.866 -1.220
N 0.922 1.889 -0.395
Si -2.814 2.775 -0.111
C -3.984 1.664 0.871
C -3.719 4.443 -0.026
C -2.853 2.378 -1.956
H -1.133 3.694 4.381
H -2.000 2.449 3.496
H -2.615 4.108 3.520
H -0.675 6.326 2.312
H -2.223 5.927 1.565
H -0.760 6.039 0.581
H 1.380 4.205 3.274
H 1.515 4.960 1.684
H 1.727 3.217 1.871
H -0.651 4.614 -1.502
H 1.294 4.609 -3.039
H 3.019 2.806 -2.829
H 2.648 1.029 -1.095
H -4.423 2.227 1.696
H -3.487 0.801 1.296
H -4.802 1.309 0.240
H -3.978 4.747 0.989
H -4.653 4.326 -0.582
H -3.157 5.253 -0.489
H -1.949 1.904 -2.332
H -2.992 3.305 -2.519
H -3.685 1.715 -2.199
N 0.313 -6.417 -3.371
C -0.151 -5.120 -3.144
C -1.514 -4.838 -3.172
C -1.964 -3.541 -2.987
C -1.060 -2.516 -2.768
C 0.305 -2.786 -2.740
C 0.754 -4.077 -2.935
S -1.622 -0.855 -2.541
O -3.051 -0.904 -2.761
O -0.788 -0.009 -3.349
N -1.295 -0.530 -1.012
C -1.977 -1.152 -0.041
S -3.341 -2.217 -0.079
C -3.264 -2.326 1.651
C -2.262 -1.562 2.137
N -1.545 -0.906 1.179
H -0.349 -7.143 -3.145
H 1.221 -6.608 -2.978
H -2.223 -5.639 -3.342
H -3.020 -3.314 -3.012
H 1.005 -1.980 -2.565
H 1.817 -4.291 -2.932
H -3.959 -2.933 2.202
H -1.987 -1.439 3.171
C 3.698 -2.799 -1.167
C 3.450 -2.128 0.181
C 4.776 -1.670 0.774
O 2.657 -0.960 -0.077
B 1.386 -1.089 0.482
O 1.268 -2.348 1.056
C 2.555 -2.965 1.165
C 2.406 -4.434 0.789
C 2.972 -2.848 2.626
H 4.152 -2.072 -1.838
H 2.762 -3.138 -1.611
H 4.371 -3.654 -1.076
H 5.341 -1.123 0.019
H 5.378 -2.522 1.095
H 4.618 -1.011 1.624
H 1.932 -4.546 -0.183
H 1.775 -4.927 1.529
H 3.373 -4.942 0.773
H 3.043 -1.807 2.935
H 3.923 -3.348 2.818
H 2.203 -3.318 3.240
F 0.607 -0.526 3.319
C 0.841 0.608 2.559
F 0.461 1.618 3.408
F 2.218 0.706 2.537
*
```

Computed properties:
F_max: 0.40 eV/A
HOMO level (spin up / spin down): -4.430 / -4.595 eV
Molecular weight: 738.78 u
Expectation value of S²: 3.8162
Gap between HOMO and LUMO (spin up / spin down): 6.773 / 6.940 eV


No. 2
Formula: C44H47AsN11PSi2Tc
Source: OMol25
Level of theory: ωB97M-V/def2-TZVPD

Geometry as ORCA input:
```
! RIJCOSX wB97M-V def2-TZVPD def2/J DEFGRID3
* xyz 2 4
Tc -0.192 0.440 -0.136
C -2.343 3.496 5.409
C -3.624 3.347 4.755
C -3.811 2.700 3.566
C -2.655 2.216 2.960
C -2.446 1.495 1.653
N -1.002 1.321 1.484
C -0.367 1.880 2.526
N 0.915 1.876 2.727
C 1.872 1.390 1.942
C 3.280 1.439 2.123
C 4.061 1.967 3.180
C 5.466 1.882 3.020
C 6.044 1.347 1.956
C 5.319 0.820 0.902
C 3.922 0.850 0.982
C 2.858 0.383 0.156
N 3.068 -0.507 -0.826
C 2.143 -1.152 -1.494
N 0.774 -0.927 -1.339
C 0.025 -1.804 -2.116
N -1.325 -2.007 -2.078
C -2.288 -1.436 -1.455
N -2.052 -0.282 -0.577
C -3.226 -0.028 0.003
N -3.338 0.886 0.984
C -4.246 -0.953 -0.432
C -5.667 -0.992 -0.080
C -6.403 -1.908 -0.848
C -5.807 -2.811 -1.751
C -4.466 -2.734 -1.965
C -3.649 -1.796 -1.371
C 0.941 -2.641 -2.819
C 0.768 -3.635 -3.820
C 1.875 -4.267 -4.306
C 3.167 -3.894 -3.873
C 3.356 -2.819 -3.057
C 2.238 -2.244 -2.479
N 1.607 0.795 0.721
C -1.371 2.419 3.506
C -1.194 3.047 4.749
H -2.304 3.899 6.415
H -4.501 3.660 5.320
H -4.765 2.465 3.197
H 3.557 2.563 3.967
H 6.192 2.323 3.758
H 7.145 1.404 1.825
H 5.744 0.478 0.022
H -6.206 -0.231 0.492
H -7.434 -2.123 -0.743
H -6.474 -3.526 -2.145
H -4.026 -3.506 -2.668
H -0.187 -3.830 -4.263
H 1.676 -5.051 -5.004
H 4.061 -4.272 -4.339
H 4.339 -2.363 -2.727
H -0.189 3.175 5.166
C 1.256 -3.539 3.874
N 1.520 -4.041 2.368
C 0.436 -4.963 1.974
N -0.808 -4.378 2.153
C -1.047 -3.920 3.588
N -0.024 -2.925 3.987
C -0.160 -1.652 3.234
P -0.030 -1.831 1.511
C 1.559 -2.861 1.433
C -1.146 -3.326 1.171
H 2.090 -2.866 4.202
H 1.305 -4.490 4.474
H 2.409 -4.605 2.383
H 0.500 -5.858 2.599
H 0.620 -5.208 0.921
H -0.878 -4.768 4.230
H -2.058 -3.620 3.751
H 0.714 -1.077 3.467
H -1.072 -1.095 3.612
H 2.378 -2.235 1.797
H 1.731 -3.330 0.503
H -0.949 -3.680 0.177
H -2.209 -3.141 1.204
C -2.834 1.367 -3.219
Si -1.181 2.035 -3.844
C -1.322 3.753 -4.599
C -0.324 0.806 -4.986
As -0.076 2.259 -1.720
Si 1.560 4.069 -1.816
C 0.790 5.719 -2.426
C 3.149 3.379 -2.550
C 1.816 4.447 -0.056
H -3.656 1.520 -3.994
H -3.203 1.898 -2.298
H -2.859 0.296 -3.072
H -2.325 4.111 -4.395
H -1.377 3.622 -5.668
H -0.606 4.590 -4.405
H -0.638 0.962 -5.977
H -0.554 -0.271 -4.728
H 0.738 0.892 -4.883
H 1.409 6.546 -1.969
H -0.281 5.846 -2.082
H 0.791 5.841 -3.500
H 3.705 2.785 -1.834
H 3.836 4.199 -2.861
H 3.022 2.745 -3.429
H 0.907 5.054 0.157
H 2.695 5.052 0.063
H 1.822 3.660 0.720
*
```

Computed properties:
F_max: 4.34 eV/A
HOMO level (spin up / spin down): -10.968 / -11.912 eV
Molecular weight: 990.00 u
Expectation value of S²: 3.8832
Gap between HOMO and LUMO (spin up / spin down): 4.987 / 4.618 eV


No. 3
Formula: C11H9NO3
Source: OMol25
Level of theory: ωB97M-V/def2-TZVPD

Geometry as ORCA input:
```
! RIJCOSX wB97M-V def2-TZVPD def2/J DEFGRID3
* xyz -2 1
O 4.898 0.399 0.605
C 4.143 0.047 -0.344
O 4.526 -0.183 -1.520
N 2.844 -0.226 -0.034
C 1.799 0.482 0.014
O 1.437 1.623 -0.341
C 0.560 -0.465 0.376
C -0.660 0.149 -0.095
C -1.247 -0.066 -1.356
C -2.423 0.617 -1.693
C -3.055 1.505 -0.808
C -2.619 1.551 0.490
C -1.404 0.948 0.836
C 0.602 -1.999 0.317
C 0.500 -1.248 1.660
H -0.899 -0.926 -1.813
H -2.861 0.552 -2.630
H -3.930 2.110 -1.162
H -3.309 2.102 1.189
H -1.142 0.858 1.830
H 1.522 -2.577 -0.168
H -0.273 -2.533 0.098
H -0.367 -1.331 2.146
H 1.357 -1.391 2.405
*
```

Computed properties:
Structure (SMILES): O=C([O-])/N=C(\[O-])C1(c2ccccc2)CC1
F_max: 5.18 eV/A
HOMO level: 0.700 eV
Molecular weight: 203.20 u
Gap between HOMO and LUMO: 4.694 eV


No. 4
Formula: C29H38F6INO22
Source: OMol25
Level of theory: ωB97M-V/def2-TZVPD

Geometry as ORCA input:
```
! RIJCOSX wB97M-V def2-TZVPD def2/J DEFGRID3
* xyz 0 1
H -0.168 -0.016 -6.504
N 0.732 -0.431 -6.214
C 0.975 0.009 -5.002
C 0.036 1.024 -4.186
C -0.453 0.472 -2.765
C -0.958 1.675 -1.800
C -1.644 2.888 -2.584
O -2.754 3.345 -1.742
C -3.884 3.730 -2.555
C -4.962 4.418 -1.551
C 0.883 -0.119 -2.028
O 0.815 -1.557 -2.158
C 2.119 -2.158 -2.263
C 1.856 -3.749 -2.432
O -1.392 -0.639 -2.823
C -2.491 -0.377 -3.669
O -3.413 0.417 -3.454
I -2.553 -1.579 -5.518
H 1.957 -0.329 -4.528
H 0.703 1.938 -3.960
H -0.791 1.405 -4.868
H -1.575 1.292 -0.914
H 0.006 2.099 -1.331
H -0.910 3.772 -2.627
H -2.091 2.617 -3.593
H -4.437 2.848 -3.027
H -3.612 4.460 -3.400
H -6.036 4.151 -1.815
H -4.778 5.551 -1.571
H -4.737 4.056 -0.495
H 1.842 0.346 -2.423
H 0.714 0.107 -0.910
H 2.710 -1.849 -3.192
H 2.777 -2.005 -1.339
H 1.015 -3.846 -3.215
H 1.421 -4.195 -1.472
H 2.772 -4.313 -2.795
O 1.724 3.471 0.015
C 1.468 2.878 1.021
O 0.921 1.631 1.052
C 0.899 1.230 2.417
C 0.921 2.543 3.135
F 1.572 2.440 4.318
O 1.679 3.368 2.273
H 1.780 0.618 2.630
H 0.005 0.648 2.641
H -0.066 2.986 3.293
O -8.717 3.736 -1.116
C -8.685 2.817 -1.877
O -8.910 1.520 -1.521
C -8.914 0.762 -2.723
C -8.113 1.624 -3.645
F -8.537 1.491 -4.928
O -8.411 2.933 -3.208
H -9.945 0.625 -3.063
H -8.462 -0.219 -2.570
H -7.033 1.456 -3.593
O 3.434 -2.401 2.401
C 2.930 -3.463 2.178
O 3.597 -4.529 1.654
C 2.691 -5.623 1.672
C 1.363 -4.937 1.689
F 0.448 -5.666 2.371
O 1.620 -3.752 2.411
H 2.868 -6.225 2.568
H 2.821 -6.257 0.793
H 0.973 -4.687 0.698
O 3.718 -6.154 5.205
C 4.406 -5.249 5.584
O 5.386 -4.667 4.836
C 5.867 -3.560 5.590
C 5.501 -3.941 6.988
F 5.224 -2.845 7.737
O 4.310 -4.682 6.818
H 5.365 -2.648 5.255
H 6.943 -3.435 5.461
H 6.248 -4.557 7.497
O -5.449 5.521 -4.744
C -5.418 4.603 -5.506
O -5.644 3.305 -5.151
C -5.648 2.551 -6.357
C -4.846 3.414 -7.279
F -5.270 3.285 -8.559
O -5.145 4.722 -6.836
H -6.678 2.415 -6.696
H -5.195 1.569 -6.207
H -3.767 3.246 -7.228
O 8.101 -1.681 7.161
C 8.192 -1.332 8.300
O 9.114 -1.819 9.177
C 8.981 -1.060 10.372
C 7.575 -0.556 10.274
F 7.451 0.657 10.863
O 7.384 -0.404 8.882
H 9.718 -0.253 10.373
H 9.140 -1.683 11.252
H 6.823 -1.241 10.676
*
```

Computed properties:
Structure (SMILES): [H]/N=C\C[C@](CCOCC)(COCC)OC(=O)I.O=C1OC[C@@H](F)O1.O=C1OC[C@@H](F)O1.O=C1OC[C@@H](F)O1.O=C1OC[C@@H](F)O1.O=C1OC[C@@H](F)O1.O=C1OC[C@@H](F)O1
F_max: 4.47 eV/A
HOMO level: -9.414 eV
Molecular weight: 993.50 u
Gap between HOMO and LUMO: 9.116 eV


No. 5
Formula: ClO5S2
Source: OMol25
Level of theory: ωB97M-V/def2-TZVPD

Geometry as ORCA input:
```
! RIJCOSX wB97M-V def2-TZVPD def2/J DEFGRID3
* xyz -1 1
O -3.183 -0.043 0.946
O -2.601 -2.128 -0.397
O -2.101 -1.957 2.032
O 1.429 0.540 -0.605
O 3.799 0.592 -0.440
S -2.578 -1.315 0.818
S 2.593 1.368 -0.335
Cl 2.642 2.943 -2.019
*
```

Computed properties:
F_max: 3.39 eV/A
HOMO level: -4.494 eV
Molecular weight: 179.58 u
Gap between HOMO and LUMO: 5.443 eV


Energy (computed, eV): -118551.5084 -150851.2034 -19182.5709 -101626.2902 -44431.2915